# 1
{
  "formula": "C27H35ClKN7O11S",
  "method": "ωB97M-V/def2-TZVPD",
  "homo_ev": -8.69,
  "gap_ev": 8.3,
  "total_energy_ha": -3719.1246,
  "elements": ["K", "C", "N", "C", "C", "O", "C", "O", "C", "C", "O", "N", "C", "C", "H", "H", "H", "H", "H", "H", "H", "H", "H", "H", "H", "H", "H", "H", "H", "H", "O", "C", "O", "C", "C", "Cl", "N", "N", "C", "C", "O", "O", "C", "C", "C", "C", "C", "C", "H", "H", "H", "H", "H", "H", "C", "C", "S", "O", "O", "C", "C", "N", "C", "N", "C", "C", "N", "O", "O", "C", "H", "H", "H", "H", "H", "H", "H", "H", "H", "H", "H", "H", "H"],
  "xyz": [[0.131, -0.063, -0.187], [2.997, 0.766, -5.047], [2.028, 1.329, -4.111], [1.819, 2.778, -4.097], [1.402, 0.564, -3.188], [0.617, 1.006, -2.359], [1.723, -0.932, -3.213], [1.106, -1.483, -2.080], [1.413, -2.834, -1.829], [0.619, -3.233, -0.579], [-0.248, -2.485, -0.149], [0.932, -4.417, -0.004], [0.250, -4.823, 1.219], [1.886, -5.370, -0.543], [3.228, 1.516, -5.796], [2.598, -0.106, -5.566], [3.933, 0.483, -4.559], [1.733, 3.142, -5.121], [2.648, 3.291, -3.606], [0.909, 3.005, -3.555], [2.807, -1.089, -3.194], [1.337, -1.382, -4.134], [2.487, -2.957, -1.665], [1.114, -3.469, -2.671], [-0.314, -3.984, 1.611], [0.990, -5.138, 1.957], [-0.431, -5.656, 1.023], [2.294, -5.039, -1.493], [1.398, -6.334, -0.706], [2.713, -5.521, 0.155], [3.967, 2.316, 4.111], [3.348, 3.368, 3.626], [3.476, 4.472, 4.104], [2.511, 3.169, 2.392], [2.126, 4.194, 1.562], [2.404, 5.865, 1.705], [1.370, 3.670, 0.565], [1.212, 2.341, 0.720], [1.895, 2.017, 1.807], [1.964, 0.546, 2.229], [2.990, 0.207, 2.869], [1.021, -0.191, 1.872], [0.728, 4.307, -0.543], [-0.580, 3.944, -0.835], [-1.232, 4.530, -1.908], [-0.582, 5.482, -2.686], [0.729, 5.831, -2.391], [1.393, 5.240, -1.325], [3.724, 1.470, 3.599], [-1.072, 3.206, -0.211], [-2.258, 4.254, -2.126], [-1.096, 5.948, -3.516], [1.247, 6.565, -2.998], [2.421, 5.498, -1.107], [-7.791, -2.621, 4.092], [-7.553, -1.111, 4.122], [-5.861, -0.790, 3.677], [-5.007, -1.494, 4.607], [-5.723, -1.013, 2.257], [-5.690, 0.947, 4.008], [-4.257, 1.458, 3.839], [-3.692, 1.338, 2.490], [-2.727, 0.461, 2.122], [-2.457, 0.554, 0.824], [-3.268, 1.520, 0.330], [-4.033, 2.029, 1.332], [-4.951, 3.114, 1.231], [-5.077, 3.632, 0.137], [-5.517, 3.508, 2.248], [-2.027, -0.463, 3.062], [-8.836, -2.832, 4.310], [-7.169, -3.124, 4.830], [-7.555, -3.029, 3.107], [-7.709, -0.683, 5.115], [-8.159, -0.581, 3.386], [-5.990, 1.076, 5.051], [-6.379, 1.480, 3.357], [-3.595, 0.920, 4.510], [-4.257, 2.503, 4.117], [-3.268, 1.820, -0.708], [-2.712, -1.207, 3.472], [-1.577, 0.086, 3.894], [-1.221, -0.954, 2.523]],
  "forces_ev_per_angstrom": [[-1.238, 0.658, -0.845], [-0.075, 0.090, 0.182], [-0.007, -0.034, -0.115], [0.137, -0.205, -0.030], [-0.145, 0.176, 0.101], [0.385, 0.212, -0.871], [-0.059, 0.004, 0.172], [0.178, -0.307, -0.277], [-0.115, 0.211, 0.006], [-0.143, -0.023, 0.106], [0.161, -0.911, -0.114], [-0.027, -0.018, -0.005], [0.086, -0.003, -0.130], [-0.067, 0.059, 0.062], [-0.013, 0.057, -0.048], [-0.035, 0.008, 0.014], [-0.003, 0.036, 0.027], [-0.009, -0.026, 0.000], [0.017, -0.026, -0.008], [-0.078, -0.031, 0.062], [0.063, -0.004, 0.029], [-0.027, -0.043, -0.076], [0.085, 0.003, 0.012], [0.003, -0.049, -0.068], [0.002, 0.040, -0.018], [-0.008, 0.010, -0.020], [0.023, 0.020, -0.011], [-0.027, -0.018, 0.033], [-0.008, 0.016, 0.005], [-0.003, 0.015, 0.003], [-0.062, -0.666, -0.190], [-0.021, 0.288, -0.387], [-0.051, -0.168, 0.046], [-0.034, -0.366, 0.148], [-0.141, 0.106, -0.067], [-0.032, 0.021, -0.127], [-0.093, 0.225, -0.328], [0.222, -0.064, 0.450], [0.110, 0.012, 0.099], [0.317, -0.182, 0.330], [-0.139, 0.442, -0.047], [0.906, 0.247, 1.507], [0.012, -0.036, 0.142], [-0.041, -0.035, 0.081], [-0.016, 0.004, 0.001], [0.043, -0.044, 0.045], [0.013, 0.016, -0.024], [0.063, -0.020, 0.013], [-0.133, 0.208, 0.161], [0.041, 0.061, -0.060], [0.061, 0.018, 0.010], [-0.001, 0.004, 0.001], [-0.042, -0.041, 0.040], [-0.043, -0.003, 0.012], [-0.013, 0.081, -0.038], [0.016, -0.138, -0.028], [0.063, -0.132, -0.005], [-0.013, 0.070, -0.171], [0.114, -0.003, 0.155], [0.156, 0.111, -0.135], [-0.016, -0.087, -0.194], [-0.390, 0.186, 0.230], [0.150, -0.061, -0.177], [-0.030, 0.017, 0.120], [0.165, -0.129, -0.168], [-0.245, -0.014, 0.221], [0.208, 0.324, 0.222], [-0.063, -0.200, 0.066], [0.047, -0.312, -0.127], [-0.124, 0.115, -0.048], [0.001, 0.006, 0.006], [-0.016, 0.034, -0.004], [-0.026, 0.048, 0.045], [-0.035, -0.074, -0.054], [-0.029, -0.019, 0.074], [0.055, 0.094, -0.076], [-0.040, 0.049, -0.018], [0.061, -0.067, -0.002], [0.040, 0.198, 0.070], [0.003, -0.036, 0.108], [-0.025, 0.012, -0.016], [-0.016, -0.020, -0.078], [0.015, 0.004, -0.009]]
}

***

# 2
{
  "formula": "C3H3BrF2O",
  "method": "ωB97M-V/def2-TZVPD",
  "homo_ev": [-8.42, -10.59],
  "gap_ev": [9.1, 8.0],
  "s_squared": 2.00,
  "total_energy_ha": -2964.9072,
  "spin_multiplicity": 3,
  "elements": ["C", "C", "C", "O", "F", "F", "Br", "H", "H", "H"],
  "xyz": [[-1.735, 2.287, 1.129], [-2.545, 3.488, 0.942], [2.313, 1.285, -0.121], [-1.042, 2.037, 2.047], [3.102, 2.049, -0.922], [2.746, 0.084, -0.309], [-1.863, 1.025, -0.348], [-2.118, 3.990, 0.037], [-3.665, 3.149, 0.725], [-2.564, 4.196, 1.779]],
  "forces_ev_per_angstrom": [[0.329, -0.347, 0.709], [-2.706, 0.652, -1.513], [2.010, 0.995, -1.906], [0.398, -0.224, 0.362], [-1.279, 1.037, 0.946], [-0.762, -2.033, 0.970], [-0.035, -0.148, -0.291], [-0.716, -0.259, 0.576], [2.426, 0.838, 0.206], [0.336, -0.512, -0.059]]
}

***

# 3
{
  "formula": "C4H12O2S",
  "method": "ωB97M-V/def2-TZVPD",
  "smiles": "OCCCCS.O",
  "homo_ev": -8.77,
  "gap_ev": 9.2,
  "total_energy_ha": -708.2418,
  "elements": ["O", "C", "C", "C", "C", "S", "H", "H", "H", "H", "H", "H", "H", "H", "H", "H", "O", "H", "H"],
  "xyz": [[-2.583, -0.891, -1.960], [-1.434, -1.771, -1.843], [-0.193, -1.022, -1.416], [-0.006, -0.895, 0.105], [1.244, -0.116, 0.411], [1.186, 0.314, 2.224], [-2.366, -0.089, -1.456], [-1.337, -2.186, -2.837], [-1.644, -2.606, -1.169], [0.704, -1.437, -1.874], [-0.114, -0.042, -1.900], [-0.886, -0.368, 0.486], [0.078, -1.901, 0.528], [1.368, 0.846, -0.066], [2.101, -0.780, 0.316], [1.964, 1.403, 2.212], [0.454, 3.033, 0.170], [-0.406, 3.450, 0.317], [1.081, 3.749, 0.316]],
  "forces_ev_per_angstrom": [[0.588, 0.026, 0.690], [-0.612, 0.655, -0.484], [0.915, 0.105, -0.190], [-0.411, 0.317, -1.268], [0.431, -0.052, 1.872], [-0.058, -0.220, -0.054], [-0.273, -0.404, -0.233], [0.278, -0.186, -0.235], [-0.110, 0.114, 0.175], [0.117, -0.805, 0.202], [-0.720, 0.272, 0.203], [0.064, -0.226, 0.343], [-0.255, 0.185, 0.182], [-0.161, -0.139, -0.555], [0.172, 0.301, -0.436], [0.028, -0.031, -0.147], [-0.175, 0.332, -0.021], [0.145, -0.196, -0.009], [0.038, -0.049, -0.033]]
}

***

# 4
{
  "formula": "C3H4N4O4",
  "method": "ωB97M-V/def2-TZVPD",
  "homo_ev": -8.74,
  "gap_ev": 7.2,
  "total_energy_ha": -636.3164,
  "elements": ["C", "C", "C", "N", "N", "N", "N", "O", "O", "O", "O", "H", "H", "H", "H"],
  "xyz": [[1.555, -0.522, -0.444], [-0.942, 0.587, -0.748], [-1.348, 0.875, 1.596], [2.307, 0.033, 0.238], [-0.641, 0.831, -1.794], [-1.143, -0.047, 0.407], [1.211, -1.697, -0.988], [-0.310, 1.216, -2.855], [0.084, -2.181, -0.855], [2.134, -2.267, -1.567], [2.880, 0.789, 0.892], [-2.372, 1.184, 1.726], [-1.007, 0.294, 2.518], [-0.671, 1.745, 1.329], [-1.739, -0.842, 0.544]],
  "forces_ev_per_angstrom": [[-0.131, 1.466, 0.614], [-2.035, -2.089, 4.500], [2.196, -0.686, -0.438], [-1.254, -0.471, -1.021], [0.651, 0.840, -2.182], [-0.439, 1.326, 2.949], [-0.617, -4.117, -1.409], [0.920, 0.911, -3.292], [1.040, 0.934, -0.106], [-0.437, 0.281, 0.063], [1.757, 1.547, 1.724], [-0.340, 0.218, -0.097], [-0.322, 1.080, -1.179], [-0.912, -0.823, 1.040], [-0.077, -0.414, -1.167]]
}

***

# 5
{
  "formula": "H10O5",
  "method": "ωB97M-V/def2-TZVPD",
  "smiles": "O.O.O.O.O",
  "homo_ev": -10.53,
  "gap_ev": 10.7,
  "total_energy_ha": -382.1435,
  "elements": ["O", "H", "H", "O", "H", "H", "O", "H", "H", "O", "H", "H", "O", "H", "H"],
  "xyz": [[1.351, -0.725, 2.278], [2.030, -0.069, 2.150], [0.694, -0.412, 1.611], [4.480, 1.515, -1.746], [5.388, 1.552, -1.520], [3.967, 1.389, -0.930], [-2.352, 1.540, -0.707], [-3.097, 1.807, -1.102], [-2.191, 2.101, 0.058], [-3.549, -0.395, 0.010], [-3.183, -1.261, -0.370], [-2.680, -0.004, 0.201], [-0.050, -2.005, 0.009], [0.359, -2.849, 0.290], [-0.323, -1.694, 0.857]],
  "forces_ev_per_angstrom": [[-1.195, 0.446, -0.845], [0.653, 0.224, 0.211], [0.773, -0.449, 0.766], [-1.797, -0.097, -0.089], [1.260, 0.023, 0.547], [0.547, 0.075, -0.472], [5.522, -0.385, 2.219], [-4.470, 1.458, -2.135], [-0.159, 0.237, -0.293], [1.238, -3.172, -0.286], [-1.344, 1.464, 0.672], [-0.753, 0.400, -0.189], [0.479, -1.189, -0.351], [-0.109, 0.535, -0.607], [-0.645, 0.432, 0.853]]
}

***

# 6
{
  "formula": "C20H23Cl3N2NiO2SSi",
  "method": "ωB97M-V/def2-TZVPD",
  "homo_ev": [-7.96, -7.95],
  "gap_ev": [6.9, 6.9],
  "s_squared": 2.01,
  "total_energy_ha": -4612.4741,
  "spin_multiplicity": 3,
  "elements": ["Ni", "C", "Si", "C", "C", "C", "C", "C", "C", "N", "C", "S", "H", "H", "H", "H", "H", "H", "H", "H", "H", "H", "H", "H", "C", "C", "C", "C", "C", "C", "C", "C", "C", "C", "O", "O", "H", "H", "H", "H", "H", "H", "H", "H", "H", "H", "H", "Cl", "C", "Cl", "Cl", "C", "N"],
  "xyz": [[15.693, 8.701, 7.960], [18.744, 9.734, 11.689], [19.644, 8.113, 11.297], [19.074, 6.657, 12.270], [21.528, 8.261, 11.374], [19.212, 7.805, 9.436], [20.159, 7.846, 8.384], [19.852, 8.303, 7.135], [18.545, 8.572, 6.802], [17.604, 8.401, 7.722], [17.884, 7.981, 8.989], [16.396, 7.991, 9.923], [18.471, 9.862, 12.751], [17.770, 9.814, 11.125], [19.413, 10.585, 11.447], [19.098, 6.914, 13.342], [19.781, 5.862, 12.113], [18.052, 6.346, 11.970], [21.835, 8.610, 12.376], [21.934, 8.975, 10.596], [22.013, 7.268, 11.214], [21.183, 7.556, 8.584], [20.617, 8.371, 6.361], [18.220, 8.799, 5.785], [7.604, 7.039, 6.333], [9.109, 7.210, 6.392], [9.968, 6.232, 5.814], [11.343, 6.318, 5.865], [12.062, 5.133, 5.270], [11.948, 7.470, 6.420], [11.125, 8.532, 6.865], [11.628, 9.911, 7.207], [9.729, 8.376, 6.897], [13.431, 7.593, 6.478], [14.074, 7.149, 5.513], [13.872, 8.115, 7.567], [7.341, 6.012, 5.980], [7.171, 7.826, 5.662], [7.167, 7.184, 7.372], [9.546, 5.322, 5.471], [11.417, 4.544, 4.578], [12.368, 4.406, 6.046], [12.999, 5.465, 4.732], [12.418, 10.228, 6.500], [12.128, 9.913, 8.186], [10.855, 10.697, 7.166], [9.124, 9.218, 7.230], [14.210, 13.314, 6.194], [15.689, 12.827, 7.185], [17.124, 13.714, 6.554], [15.577, 12.918, 8.974], [15.831, 11.426, 7.004], [15.757, 10.288, 6.771]],
  "forces_ev_per_angstrom": [[-1.599, -0.847, -0.488], [-0.313, 0.427, -0.042], [-0.188, -0.067, -1.099], [-0.712, 0.361, 0.595], [0.419, 0.195, -0.425], [-0.199, 0.254, -0.471], [-0.013, 0.099, 1.644], [0.442, -0.300, -1.644], [-0.338, -0.402, 0.203], [0.391, -0.855, -0.011], [0.631, 1.128, -0.053], [0.302, -0.464, 0.799], [0.222, -0.264, -0.291], [1.167, -0.033, 0.448], [-0.430, -0.347, -0.065], [-0.184, -0.222, -0.232], [0.191, -0.592, -0.103], [0.640, 0.141, 0.281], [-0.028, -0.044, -0.404], [-0.429, -0.702, 0.913], [-0.378, 0.675, 0.059], [0.098, 0.234, 0.145], [-0.148, -0.037, 0.220], [0.082, 0.293, 0.368], [-0.289, 0.282, 0.733], [1.233, -0.054, -0.523], [-1.098, 1.514, 1.701], [0.129, 0.196, -0.167], [1.359, -0.319, -0.640], [-1.137, 0.193, -0.009], [-0.887, -0.288, -0.261], [1.133, 0.326, 0.104], [-0.028, -0.908, -0.769], [-0.010, -0.873, -1.370], [0.403, 0.964, 1.285], [1.026, 0.319, 0.002], [0.090, 0.922, 0.181], [0.170, -0.832, 0.531], [0.371, -0.176, -1.268], [-0.485, -0.630, -0.525], [0.289, 0.661, 0.417], [0.018, 0.409, -0.134], [-1.174, -0.532, 0.605], [-0.289, -0.194, 0.165], [-0.299, 0.116, -0.143], [0.096, -0.565, 0.138], [0.000, -0.175, 0.028], [1.073, -0.185, 1.252], [-0.115, 1.447, -0.230], [-0.740, -0.438, 0.444], [-0.327, 0.662, -0.635], [-0.353, -3.356, -1.697], [0.215, 2.877, 0.437]]
}

***

# 7
{
  "formula": "C4H2N4O5",
  "method": "ωB97M-V/def2-TZVPD",
  "homo_ev": [-9.09, -8.50],
  "gap_ev": [8.2, 7.2],
  "total_energy_ha": -748.5598,
  "elements": ["C", "C", "C", "C", "N", "N", "N", "N", "O", "O", "O", "O", "O", "H", "H"],
  "xyz": [[-0.428, -2.374, -2.766], [1.503, 3.222, -0.206], [-2.351, 0.016, 1.610], [1.462, -1.101, 1.424], [0.820, -1.185, -1.163], [-0.102, 1.511, -0.047], [0.201, -1.855, -1.808], [0.827, 2.258, -0.370], [-1.832, 0.842, 2.209], [1.123, -2.178, 1.591], [-2.950, -0.859, 1.200], [1.958, -0.090, 1.242], [-0.772, 0.670, -0.664], [-1.307, -2.864, -2.719], [1.848, 3.988, 0.467]],
  "forces_ev_per_angstrom": [[2.823, 1.225, -0.813], [-0.222, -0.805, 0.041], [-0.022, 0.269, 1.200], [0.931, -0.430, -0.168], [2.177, 1.294, 2.070], [-2.716, -2.024, 1.872], [-2.177, -1.292, -2.219], [1.916, 2.568, -0.789], [1.139, 1.578, 0.451], [-1.257, -1.755, 0.506], [-1.135, -1.888, -1.651], [0.474, 2.224, -0.041], [0.601, 0.666, -0.648], [-2.687, -1.555, 0.654], [0.154, -0.076, -0.464]]
}

***

Values for energy above the lowest of the compared OMol25 structures with the same formula, charge and spin, eV, ordered as above
0.573; 0.421; 0.466; 4.650; 2.195; 1.540; 2.139